Below is C35H49N4NbOS2SbSi3 as an isolated structure in a non-equilibrium geometry, with properties calculated with the ωB97M-V functional and the def2-TZVPD basis.

LUMO energy (alpha / beta)   -4.890 / -4.890 eV
Total energy   -3619.21771 Ha
Net charge   +1
Multiplicity   1
Maximum force   0.1240 Eh/bohr
HOMO level (alpha / beta)   -0.372 / -0.372 Eh
Gap between HOMO and LUMO (alpha / beta)   5.221 / 5.222 eV

Cartesian coordinates (Å):
Nb -10.58 -3.09 19.30
C -13.95 -0.55 19.31
N -13.31 -1.27 20.44
C -13.92 -2.62 20.64
C -12.97 -3.61 21.35
N -12.15 -4.49 20.44
C -13.11 -5.44 19.73
C -11.06 -5.25 21.08
C -11.04 -5.60 22.43
C -10.06 -6.44 22.93
C -9.12 -6.98 22.07
C -9.14 -6.70 20.70
C -10.06 -5.75 20.23
S -10.04 -5.39 18.53
C -12.92 -0.51 21.55
C -13.83 0.38 22.16
C -13.47 1.14 23.28
C -12.23 0.95 23.84
C -11.32 0.05 23.31
C -11.58 -0.64 22.12
S -10.20 -1.61 21.54
H -15.01 -0.35 19.48
H -13.89 -1.17 18.42
H -13.43 0.40 19.09
H -14.26 -2.97 19.63
H -14.86 -2.62 21.25
H -13.57 -4.23 22.03
H -12.25 -3.07 22.00
H -13.69 -6.00 20.48
H -12.51 -6.13 19.13
H -13.74 -4.89 19.05
H -11.87 -5.29 23.09
H -10.09 -6.73 23.98
H -8.37 -7.73 22.44
H -8.49 -7.25 20.02
H -14.83 0.47 21.74
H -14.16 1.87 23.70
H -11.96 1.54 24.76
H -10.37 -0.16 23.85
O -6.33 -3.46 20.02
C -7.44 -3.24 19.64
N -8.55 -3.00 19.22
N -16.84 -4.13 11.76
C -16.07 -3.81 12.56
C -15.14 -3.47 13.62
C -15.44 -3.80 14.99
C -14.53 -3.50 15.99
C -13.27 -2.87 15.68
C -12.99 -2.55 14.29
C -13.89 -2.89 13.27
C -12.30 -2.74 16.68
C -11.57 -2.66 17.72
H -16.35 -4.28 15.25
H -14.79 -3.70 17.03
H -12.06 -2.00 14.08
H -13.70 -2.70 12.21
C -11.40 2.95 19.19
Si -9.60 2.51 19.02
C -8.83 3.81 17.96
C -8.81 2.62 20.72
Sb -9.50 -0.06 18.24
Si -9.85 0.36 15.73
C -11.68 0.76 15.49
C -8.80 1.82 15.12
C -9.25 -1.13 14.80
Si -6.98 -0.20 18.25
C -5.98 1.12 17.33
C -6.40 -1.75 17.38
C -6.37 -0.05 20.05
H -11.50 4.03 19.49
H -11.90 2.39 20.01
H -12.02 2.81 18.29
H -8.77 4.74 18.53
H -9.46 4.06 17.05
H -7.83 3.57 17.63
H -9.40 3.31 21.38
H -7.79 3.06 20.60
H -8.73 1.62 21.22
H -11.86 1.81 15.77
H -12.34 0.20 16.13
H -11.96 0.62 14.45
H -9.43 2.72 14.96
H -8.31 1.53 14.19
H -8.01 2.03 15.82
H -9.74 -2.05 15.09
H -8.16 -1.27 14.99
H -9.34 -1.04 13.69
H -6.18 1.05 16.22
H -4.91 0.90 17.50
H -6.19 2.13 17.65
H -6.10 -1.54 16.33
H -7.17 -2.54 17.27
H -5.57 -2.23 17.91
H -6.00 0.98 20.28
H -5.49 -0.73 20.11
H -7.08 -0.40 20.81

Here are the Mulliken charges for atoms 1 to 4, given in e:
1 Nb -0.739
2 C -0.660
3 N 1.178
4 C -0.363